A:
Formula: C27H21BBrF4N5O2Ti
Source: the Open Molecules 2025 dataset
Level of theory: ωB97M-V/def2-TZVPD

net charge	+2
HOMO	-14.01	eV
spin multiplicity	1
molecular weight	662.07	g/mol

Structure (XYZ):
```
62
Properties=species:S:1:pos:R:3:mulliken_charge:R:1
Ti -0.228 0.180 -0.476 -0.17
N 3.349 3.258 -1.250 0.10
C 2.093 2.836 -1.200 -0.76
N 1.755 1.576 -1.224 -0.08
C 2.746 0.623 -1.386 0.59
N 2.385 -0.575 -1.766 -1.58
N 1.034 -0.528 -1.990 1.29
C 0.484 -1.014 -3.029 -0.56
C -0.909 -0.581 -3.212 0.88
C -1.736 -0.992 -4.235 -1.05
C -2.961 -0.343 -4.383 -0.31
C -3.297 0.686 -3.520 -0.93
C -2.430 1.010 -2.484 0.08
N -1.263 0.387 -2.334 0.54
C 4.132 0.995 -1.210 0.72
C 5.178 0.068 -1.129 -0.47
C 6.476 0.516 -1.038 -0.88
C 6.752 1.887 -1.048 -0.44
C 5.736 2.817 -1.126 -0.97
C 4.422 2.364 -1.195 0.27
H 3.535 4.251 -1.262 0.29
H 1.319 3.590 -1.122 0.59
H 1.033 -1.576 -3.778 0.59
H -1.426 -1.776 -4.911 0.53
H -3.637 -0.636 -5.175 0.49
H -4.223 1.231 -3.630 0.47
H -2.666 1.774 -1.753 0.52
H 4.950 -0.988 -1.149 0.50
H 7.290 -0.192 -0.967 0.44
H 7.777 2.227 -0.996 0.43
H 5.953 3.877 -1.132 0.42
C 1.653 -1.657 1.474 -0.44
C 1.179 -0.341 1.555 -0.41
C -0.044 -0.071 2.193 -0.07
C -0.798 -1.119 2.713 -0.92
C -0.317 -2.418 2.628 -0.38
C 0.907 -2.687 2.018 -0.72
H 2.611 -1.857 1.014 0.49
H 1.840 0.486 1.299 0.97
H -0.352 0.952 2.367 0.43
H -1.736 -0.912 3.211 0.49
H -0.889 -3.229 3.059 0.47
H 1.279 -3.701 1.983 0.47
F -0.659 1.842 0.002 -0.38
B 0.159 3.648 1.485 0.44
F -0.767 3.389 2.374 -0.17
F 1.335 3.032 1.569 -0.16
F -0.012 4.556 0.548 -0.19
Br -2.867 -6.488 -1.871 -0.12
C -3.395 -4.816 -1.185 -0.38
C -4.740 -4.564 -0.929 -0.32
C -5.142 -3.330 -0.433 -0.89
C -4.208 -2.336 -0.202 -0.44
C -2.861 -2.602 -0.459 0.08
C -2.444 -3.844 -0.945 -0.09
C -1.883 -1.550 -0.275 2.05
O -2.178 -0.347 -0.003 -0.74
O -0.612 -1.734 -0.434 -0.59
H -5.471 -5.339 -1.115 0.46
H -6.189 -3.151 -0.232 0.45
H -4.504 -1.369 0.180 0.53
H -1.395 -4.038 -1.125 0.54
```

B:
Formula: C27H21BBrF4N5O2Ti
Source: the Open Molecules 2025 dataset
Level of theory: ωB97M-V/def2-TZVPD

net charge	+2
HOMO	-14.03	eV
spin multiplicity	1
molecular weight	662.07	g/mol

Structure (XYZ):
```
62
Properties=species:S:1:pos:R:3:mulliken_charge:R:1
Ti 0.422 1.023 -0.337 -0.45
N -1.815 -3.884 0.909 0.07
C -0.978 -2.930 1.302 -0.36
N -0.246 -2.204 0.499 -0.23
C -0.352 -2.418 -0.845 0.40
N 0.379 -1.753 -1.708 -1.31
N 1.146 -0.715 -1.211 1.22
C 2.323 -0.590 -1.703 -0.62
C 3.160 0.502 -1.201 0.89
C 4.469 0.676 -1.552 -0.96
C 5.204 1.669 -0.899 -0.35
C 4.599 2.424 0.085 -0.97
C 3.261 2.211 0.366 -0.08
N 2.550 1.285 -0.281 0.34
C -1.245 -3.449 -1.363 0.92
C -1.367 -3.753 -2.729 -0.41
C -2.185 -4.779 -3.136 -0.87
C -2.903 -5.523 -2.189 -0.43
C -2.802 -5.238 -0.848 -0.95
C -1.967 -4.198 -0.442 0.10
H -2.338 -4.401 1.594 0.27
H -0.908 -2.760 2.372 0.45
H 2.696 -1.333 -2.396 0.47
H 4.914 0.044 -2.310 0.52
H 6.242 1.837 -1.156 0.46
H 5.149 3.176 0.639 0.47
H 2.741 2.787 1.116 0.49
H -0.792 -3.180 -3.444 0.47
H -2.273 -5.021 -4.189 0.44
H -3.542 -6.336 -2.515 0.42
H -3.355 -5.816 -0.112 0.41
C -0.692 1.117 -2.829 -0.12
C -2.054 0.987 -2.635 -0.55
C -2.752 1.968 -1.938 -0.47
C -2.093 3.085 -1.430 -0.69
C -0.730 3.230 -1.621 -0.25
C -0.004 2.236 -2.304 -0.53
H -0.172 0.419 -3.463 0.51
H -2.578 0.138 -3.055 0.49
H -3.821 1.873 -1.806 0.47
H -2.650 3.866 -0.929 0.48
H -0.229 4.135 -1.315 0.56
H 1.001 2.448 -2.634 0.77
F 0.460 2.379 0.776 0.02
B 0.216 4.404 1.857 0.81
F 1.086 4.971 1.002 -0.25
F -1.089 4.428 1.578 -0.21
F 0.656 3.958 3.030 -0.22
Br -1.204 1.336 6.524 -0.10
C -0.519 0.844 4.851 -0.22
C 0.828 0.553 4.719 -0.47
C 1.343 0.195 3.477 -1.21
C 0.508 0.130 2.381 0.18
C -0.853 0.437 2.520 0.75
C -1.367 0.783 3.760 -0.89
C -1.790 0.457 1.366 0.23
O -2.967 0.543 1.400 -0.53
O -1.102 0.396 0.142 0.14
H 1.477 0.599 5.586 0.47
H 2.394 -0.058 3.382 0.49
H 0.932 -0.228 1.436 0.87
H -2.420 1.018 3.855 0.62
```

The energy of each structure relative to the most stable one, in hartree, is as follows: A 0.0000; B 0.0467.

A:
Formula: C7H9N3O
Source: the Open Molecules 2025 dataset
Level of theory: ωB97M-V/def2-TZVPD

SMILES	c1cn[nH]n1.Cc1ccco1
net charge	0
HOMO	-8.62	eV
spin multiplicity	1
molecular weight	151.17	g/mol

Structure (XYZ):
```
20
Properties=species:S:1:pos:R:3:mulliken_charge:R:1
C -3.975 0.718 -0.226 -0.17
C -3.572 -0.616 0.068 -0.33
N -2.223 -0.645 0.028 -0.56
N -1.891 0.637 -0.273 0.85
N -2.867 1.432 -0.404 -0.93
H -4.952 1.073 -0.009 0.36
H -4.064 -1.489 0.136 0.46
H -0.908 0.870 -0.323 0.47
C 1.524 -2.010 0.068 -1.09
C 1.877 -0.573 0.062 0.40
C 3.079 0.094 0.179 -0.38
C 2.815 1.510 0.098 -0.53
C 1.428 1.539 0.087 0.02
O 0.903 0.328 0.058 -0.29
H 0.542 -2.276 0.448 0.30
H 2.233 -2.786 0.538 0.29
H 1.536 -2.333 -1.060 0.23
H 4.125 -0.311 0.094 0.31
H 3.610 2.340 0.202 0.30
H 0.779 2.497 0.229 0.28
```

B:
Formula: C7H9N3O
Source: the Open Molecules 2025 dataset
Level of theory: ωB97M-V/def2-TZVPD

SMILES	N#CC1=CCC=N1.C=C(N)O
net charge	0
HOMO	-8.04	eV
spin multiplicity	1
molecular weight	151.17	g/mol

Structure (XYZ):
```
20
Properties=species:S:1:pos:R:3:mulliken_charge:R:1
N -0.222 -3.043 -0.895 -0.54
C 0.396 -2.234 -0.399 0.24
C 1.085 -1.117 0.082 0.43
C 2.006 -0.304 -0.530 -0.44
C 2.255 0.846 0.401 -0.37
C 1.395 0.486 1.573 -0.32
N 0.766 -0.621 1.404 -0.53
H 2.737 -0.575 -1.361 0.39
H 2.139 1.805 -0.042 0.35
H 3.398 0.674 0.528 0.29
H 1.423 1.072 2.389 0.56
C -1.617 1.435 0.224 -0.93
C -1.803 0.424 -0.531 0.62
N -2.528 -0.630 -0.090 -0.53
O -1.551 0.503 -1.896 -0.50
H -1.150 2.374 -0.125 0.26
H -1.816 1.650 1.290 0.26
H -2.751 -0.872 0.819 0.24
H -2.311 -1.534 -0.594 0.21
H -1.850 -0.338 -2.248 0.32
```

The energy of each structure relative to the most stable one, in hartree, is as follows: A 0.0000; B 0.0152.

A:
Formula: ClH12Na2O10
Source: the Open Molecules 2025 dataset
Level of theory: ωB97M-V/def2-TZVPD

net charge	+1
HOMO	-12.49	eV
spin multiplicity	1
molecular weight	253.52	g/mol

Structure (XYZ):
```
25
Properties=species:S:1:pos:R:3:mulliken_charge:R:1
Na 2.661 1.901 0.189 0.90
Na -3.087 -0.299 3.501 0.95
Cl -0.116 0.444 1.126 1.53
O 0.446 -0.061 -0.092 -0.48
O -0.917 1.603 0.826 -0.65
O -0.939 -0.573 1.763 -0.71
O 0.945 0.783 2.059 -0.66
O 1.650 -1.849 -2.190 -0.61
H 1.844 -0.947 -2.458 0.29
H 1.859 -1.888 -1.247 0.32
O -2.174 4.174 1.605 -0.61
H -1.597 3.416 1.458 0.39
H -2.578 4.026 2.463 0.28
O 1.315 -2.991 0.820 -0.62
H 0.414 -3.036 0.482 0.33
H 1.300 -2.248 1.430 0.27
O -2.946 1.036 -1.543 -0.59
H -3.372 1.805 -1.934 0.31
H -2.322 1.405 -0.907 0.30
O -1.440 -1.499 -2.754 -0.63
H -1.068 -2.213 -3.282 0.30
H -0.672 -1.130 -2.308 0.33
O 3.353 -0.354 0.178 -0.60
H 3.337 -0.723 1.069 0.32
H 4.103 -0.782 -0.252 0.29
```

B:
Formula: ClH12Na2O10
Source: the Open Molecules 2025 dataset
Level of theory: ωB97M-V/def2-TZVPD

net charge	+1
HOMO	-10.11	eV
spin multiplicity	1
molecular weight	253.52	g/mol

Structure (XYZ):
```
25
Properties=species:S:1:pos:R:3:mulliken_charge:R:1
Na 6.182 1.890 5.438 1.00
Na 7.165 -1.418 -1.961 1.00
Cl 1.968 -0.833 0.239 1.57
O 2.355 -2.005 -0.489 -0.63
O 1.489 0.148 -0.703 -0.61
O 0.955 -0.998 1.261 -0.62
O 3.096 -0.303 1.000 -0.71
O -0.785 5.457 -2.771 -0.64
H -1.644 5.400 -2.353 0.32
H -0.761 4.713 -3.373 0.32
O -4.622 -0.524 0.361 -0.64
H -3.679 -0.364 0.312 0.32
H -4.957 0.185 0.910 0.31
O -1.998 -0.977 6.556 -0.64
H -1.539 -0.791 5.737 0.32
H -2.008 -1.933 6.614 0.32
O -2.922 -4.943 0.016 -0.63
H -3.685 -5.440 -0.281 0.32
H -3.247 -4.420 0.749 0.32
O -2.068 -2.550 -3.875 -0.64
H -1.908 -2.807 -2.967 0.32
H -1.239 -2.170 -4.167 0.31
O 4.441 5.242 -2.080 -0.62
H 5.114 4.934 -2.686 0.31
H 4.296 4.505 -1.487 0.31
```

The energy of each structure relative to the most stable one, in hartree, is as follows: A 0.0000; B 0.1634.